{"formula": "C5H11N3", "method": "wB97M-V/def2-TZVPD", "symbols": ["C", "C", "N", "C", "C", "N", "C", "N", "H", "H", "H", "H", "H", "H", "H", "H", "H", "H", "H"], "xyz": [[-1.31419, -2.28902, 0.26783], [-1.55217, 1.05358, 0.60764], [-0.91189, -1.41986, -0.81932], [0.72023, 0.04423, -0.38795], [-0.40402, 0.42784, -0.02911], [1.82853, -0.43859, -0.91734], [2.25260, 2.35363, 0.20346], [1.08277, 2.08850, 0.54336], [-1.73634, -1.08001, -1.31337], [2.36433, -1.08890, -0.36003], [1.81472, -0.62457, -1.91001], [-2.07108, -1.87345, 0.95350], [-0.43871, -2.55153, 0.86847], [-1.73155, -3.22819, -0.12415], [-2.24039, 1.42661, -0.15430], [-1.20687, 1.89075, 1.21299], [-2.08790, 0.33164, 1.22657], [2.91452, 1.66477, -0.35865], [2.71739, 3.31256, 0.49043]], "homo_ha": [-0.239, -0.261], "de_lowest_kcal_mol": 164.6, "total_energy_ev": -9826.7701, "spin_multiplicity": 1, "fmax_ev_per_a": 2.726}

=====

{"formula": "C12H27NO6P", "method": "wB97M-V/def2-TZVPD", "symbols": ["C", "C", "O", "P", "O", "C", "C", "N", "C", "C", "C", "O", "O", "O", "C", "C", "H", "H", "H", "H", "H", "H", "H", "H", "H", "H", "H", "H", "H", "H", "H", "H", "H", "H", "H", "C", "C", "C", "O", "H", "H", "H", "H", "H", "H", "H", "H"], "xyz": [[-1.73411, 2.40471, 0.82202], [-1.70721, 1.65787, -0.49699], [-2.08140, 0.27868, -0.31786], [-0.92285, -0.76181, -0.61155], [0.31854, -0.36197, 0.05269], [-1.61661, -2.33028, -0.06154], [-2.40897, -2.29180, 1.26965], [-1.71356, -3.01939, 2.33122], [-1.33584, -2.25186, 3.51918], [-0.47805, -1.05253, 3.19978], [-0.56308, -3.24941, 4.44408], [-1.07775, -4.40311, 4.51406], [0.44352, -2.81401, 5.02831], [-0.65363, -0.85011, -2.19612], [0.29493, -1.83750, -2.58449], [1.71849, -1.31395, -2.63508], [-2.64475, 2.97428, 0.93629], [-0.90459, 3.09561, 0.87181], [-1.65223, 1.72881, 1.66163], [-0.73454, 1.78423, -0.94313], [-2.46437, 2.10551, -1.12045], [-2.31051, -2.60276, -0.85567], [-0.85230, -3.08723, -0.01984], [-3.32264, -2.83963, 1.06336], [-2.70853, -1.29067, 1.54854], [-2.29659, -3.76785, 2.67066], [-2.20438, -1.89178, 4.08510], [-0.99932, -0.35617, 2.54875], [0.42743, -1.36646, 2.70844], [-0.21386, -0.53301, 4.10531], [0.27856, -2.71805, -1.95338], [0.02564, -2.16787, -3.57706], [2.37762, -2.16840, -2.54893], [1.92694, -0.64787, -1.81226], [1.93574, -0.84745, -3.58695], [3.49015, 2.74553, -2.62403], [2.15585, 3.33964, -2.19644], [2.12154, 3.59970, -0.69714], [1.09198, 2.46718, -2.56338], [3.65656, 1.78695, -2.12613], [3.49883, 2.56065, -3.69898], [4.31890, 3.41164, -2.37731], [1.98210, 4.27298, -2.73475], [2.24580, 2.66513, -0.14376], [1.15950, 4.02328, -0.40614], [2.91164, 4.28967, -0.39501], [1.22142, 1.63090, -2.09648]], "charge": -1, "homo_ha": -0.147, "de_lowest_kcal_mol": 6.9, "total_energy_ev": -35949.3767, "spin_multiplicity": 1, "fmax_ev_per_a": 1.628}

=====

{"formula": "C2H6NO2", "method": "wB97M-V/def2-TZVPD", "symbols": ["C", "N", "H", "H", "H", "H", "O", "C", "O", "H", "H"], "xyz": [[0.31647, 1.58050, -1.37515], [0.24697, 0.30925, -1.48213], [0.15494, 2.01665, -0.39130], [0.54505, 2.17085, -2.24427], [0.30343, -0.07009, -2.42157], [-0.13475, -0.22916, -0.65847], [-1.18600, -0.82245, 0.47334], [-0.61779, -1.23156, 1.45992], [0.47983, -0.62455, 1.88782], [-0.94974, -2.07950, 2.05768], [0.84159, -1.01995, 2.69413]], "charge": 1, "homo_ha": -0.580, "de_lowest_kcal_mol": 16.3, "total_energy_ev": -7749.1969, "spin_multiplicity": 1, "fmax_ev_per_a": 1.314}

=====

{"formula": "C3H7NO2", "method": "wB97M-V/def2-TZVPD", "symbols": ["C", "C", "O", "H", "H", "H", "H", "N", "C", "O", "H", "H", "H"], "xyz": [[1.14013, -0.51202, 1.00614], [0.19257, -0.69997, 1.90014], [0.14520, -0.05234, 3.11923], [1.08371, -0.84937, -0.01710], [2.11105, -0.09059, 1.24135], [-0.70839, -1.27405, 1.73108], [0.14102, -0.73587, 3.80758], [0.05718, 0.79255, -2.12097], [-1.28902, 0.72985, -2.36009], [-2.12495, 1.47849, -1.91848], [0.33950, 1.52997, -1.49377], [0.50928, -0.10113, -2.05449], [-1.59727, -0.21552, -2.84061]], "homo_ha": -0.363, "de_lowest_kcal_mol": 47.9, "total_energy_ev": -8808.4503, "spin_multiplicity": 1, "smiles": "C=CO.NC=O", "fmax_ev_per_a": 1.663}

=====

{"formula": "C5H14N2O2", "method": "wB97M-V/def2-TZVPD", "symbols": ["C", "C", "N", "H", "H", "H", "H", "H", "H", "H", "C", "C", "C", "N", "O", "O", "H", "H", "H", "H", "H", "H", "H"], "xyz": [[-0.17558, -1.37161, 0.68351], [1.22239, -1.61598, 1.18923], [-0.83621, 0.82747, 1.45691], [-0.28341, 0.82184, 2.30944], [-1.82507, 0.73125, 1.25330], [-0.48587, -2.10709, -0.05478], [-0.91668, -1.52416, 1.47092], [1.57759, -0.78838, 1.80755], [1.92462, -1.73494, 0.36305], [1.24940, -2.52758, 1.80029], [-1.35891, -0.04441, -1.54147], [-0.06128, 1.21267, 0.28299], [-0.08238, 0.03106, -0.71155], [1.11466, 0.11957, -1.56304], [-0.63222, 2.39185, -0.26522], [1.23354, 1.50108, 0.71300], [-0.59418, 3.02092, 0.47013], [1.77698, 1.17617, -0.04035], [1.29037, -0.75987, -2.03966], [0.99744, 0.84694, -2.27538], [-1.60711, -1.07729, -1.81133], [-2.23338, 0.34993, -1.01262], [-1.29471, 0.52055, -2.48491]], "homo_ha": -0.305, "de_lowest_kcal_mol": 74.8, "total_energy_ev": -12485.0862, "spin_multiplicity": 1, "fmax_ev_per_a": 3.940}

=====

{"formula": "C29H46BrN3P2PdS", "method": "wB97M-V/def2-TZVPD", "symbols": ["C", "C", "C", "C", "N", "C", "C", "C", "C", "C", "C", "C", "C", "C", "Pd", "P", "H", "H", "H", "H", "H", "H", "H", "H", "C", "C", "H", "H", "H", "H", "H", "C", "C", "H", "H", "H", "H", "H", "C", "C", "H", "H", "H", "H", "H", "Br", "P", "C", "C", "H", "H", "H", "H", "H", "C", "C", "H", "H", "H", "H", "H", "C", "C", "H", "H", "H", "H", "H", "S", "C", "N", "C", "C", "C", "N", "H", "H", "H", "H", "H", "H", "H", "H"], "xyz": [[-4.17850, 0.65642, 1.93854], [-3.40187, -0.49763, 1.76575], [-3.98183, -1.68782, 1.30382], [-5.35124, -1.65441, 1.02401], [-6.09568, -0.55594, 1.17990], [-5.53721, 0.56281, 1.64282], [-2.02968, -0.39905, 2.07983], [-0.81802, -0.11876, 2.20276], [0.41045, -0.23417, 2.94616], [1.69327, 0.09033, 2.46080], [2.79879, -0.48056, 3.10635], [2.62250, -1.13828, 4.32395], [1.37699, -1.26238, 4.94118], [0.26070, -0.85920, 4.21121], [1.31457, 0.26073, -0.42616], [-0.93982, 0.61339, -1.44122], [-3.39434, -2.59033, 1.19104], [-3.73134, 1.56745, 2.32229], [-5.86061, -2.55593, 0.68094], [-6.18127, 1.42926, 1.80607], [-0.75089, -1.07851, 4.55839], [1.82077, 0.78022, 1.57848], [1.24852, -1.70996, 5.92493], [3.79726, -0.42841, 2.68254], [-0.43391, 1.11488, -3.14991], [-1.38371, 1.00564, -4.34661], [0.49571, 0.55934, -3.34793], [-0.14110, 2.16758, -3.01572], [-0.80244, 1.31573, -5.22826], [-1.74803, -0.01474, -4.53141], [-2.23892, 1.69166, -4.26400], [-2.20761, -0.73599, -1.70219], [-3.65198, -0.44612, -2.15330], [-2.23011, -1.29825, -0.75609], [-1.75286, -1.40113, -2.45097], [-4.15056, -1.41639, -2.31759], [-4.25605, 0.09090, -1.40657], [-3.70076, 0.09252, -3.11112], [-1.97575, 2.02736, -0.88011], [-2.84617, 2.80363, -1.87648], [-1.29077, 2.72141, -0.37376], [-2.60688, 1.59822, -0.09102], [-3.38484, 3.58116, -1.31648], [-2.27576, 3.31600, -2.66102], [-3.61348, 2.18558, -2.35873], [4.19386, -1.90259, 5.11565], [1.50830, -2.10013, -0.76453], [0.79681, -2.62841, -2.36580], [1.65538, -3.57211, -3.20630], [0.60840, -1.69901, -2.93198], [-0.19229, -3.06862, -2.15939], [1.13053, -3.76999, -4.14977], [2.61777, -3.11205, -3.46126], [1.83491, -4.54568, -2.73007], [3.32478, -1.94599, -0.90297], [4.07065, -3.25748, -0.71440], [3.62538, -1.21690, -0.12951], [3.54500, -1.46948, -1.87198], [5.14453, -3.05286, -0.79446], [3.88346, -3.67052, 0.28455], [3.81394, -4.00362, -1.47727], [1.00495, -3.26940, 0.54258], [1.01625, -4.74714, 0.13421], [-0.01106, -2.95483, 0.83726], [1.63818, -3.09265, 1.42794], [0.71608, -5.36150, 0.99161], [0.30005, -4.94972, -0.67081], [2.00596, -5.10537, -0.17918], [2.71562, 2.03406, -1.11260], [2.22447, 3.08004, 0.17272], [2.87041, 3.06535, 1.37239], [3.15283, 4.32724, 2.09014], [1.90665, 5.18220, 2.06643], [1.35217, 5.32968, 0.66151], [1.21501, 3.98764, 0.05666], [3.58781, 2.35077, 1.44432], [3.99674, 4.83717, 1.60208], [3.44828, 4.05903, 3.10812], [2.12296, 6.16519, 2.48552], [1.14685, 4.71342, 2.70008], [2.03055, 5.93319, 0.03628], [0.36696, 5.80672, 0.66655], [0.73533, 3.95609, -0.83940]], "homo_ha": -0.189, "de_lowest_kcal_mol": 5.0, "total_energy_ev": -138223.1427, "spin_multiplicity": 1, "fmax_ev_per_a": 4.248}

=====

{"formula": "CH6SSi", "method": "wB97M-V/def2-TZVPD", "symbols": ["C", "Si", "S", "H", "H", "H", "H", "H", "H"], "xyz": [[0.96667, 0.85936, -0.13555], [0.20001, -0.82800, -0.23017], [-2.30932, 0.11330, -0.08843], [2.05102, 0.81921, 0.01391], [0.70135, 1.43956, -1.17266], [0.41262, 1.35109, 0.69149], [-0.22187, -1.37708, 1.00984], [0.67149, -1.72484, -1.20739], [-2.47198, -0.65260, 1.11896]], "homo_ha": -0.318, "de_lowest_kcal_mol": 35.1, "total_energy_ev": -19845.8283, "spin_multiplicity": 1, "smiles": "C[SiH2]S", "fmax_ev_per_a": 4.315}

=====

{"formula": "Cl6O24Ti", "method": "wB97M-V/def2-TZVPD", "symbols": ["Ti", "Cl", "O", "O", "O", "O", "Cl", "O", "O", "O", "O", "Cl", "O", "O", "O", "O", "Cl", "O", "O", "O", "O", "Cl", "O", "O", "O", "O", "Cl", "O", "O", "O", "O"], "xyz": [[0.63100, -0.16359, 0.10281], [-3.32995, 3.16788, 0.77953], [-2.73710, 1.94486, 1.23109], [-2.49198, 4.07434, 1.54253], [-3.01322, 3.35405, -0.60767], [-4.74435, 3.18761, 1.20165], [3.63515, -3.74810, -1.35188], [2.93620, -4.96708, -1.62833], [4.08784, -3.66542, -0.03667], [4.81067, -3.64469, -2.17308], [2.95177, -2.52174, -1.67115], [-1.26964, -4.33286, 3.12408], [-1.45793, -4.57695, 4.51165], [-0.92484, -2.93384, 2.95404], [-0.21780, -5.15940, 2.49494], [-2.57577, -4.50108, 2.57181], [1.83448, 2.96061, 4.02475], [3.11206, 3.00259, 4.55575], [1.62379, 4.12311, 3.18106], [1.72909, 1.72368, 3.40517], [0.94470, 2.91064, 5.11088], [-3.26610, -1.75321, -2.86310], [-3.86239, -2.22983, -1.65665], [-1.89163, -1.10408, -2.91128], [-3.18900, -2.87219, -3.77303], [-3.96571, -0.63127, -3.54764], [2.10316, 3.69072, -3.69687], [2.62991, 4.94769, -3.48780], [3.21649, 2.93509, -4.37527], [1.79392, 3.00579, -2.50772], [0.89714, 3.77666, -4.50355]], "charge": -5, "homo_ha": [0.122, 0.075], "total_energy_ev": -147332.8018, "spin_multiplicity": 4, "fmax_ev_per_a": 6.560, "s_squared": 3.7505}

=====

{"formula": "C15H31MgN2O2", "method": "wB97M-V/def2-TZVPD", "symbols": ["C", "C", "C", "C", "N", "C", "C", "C", "O", "C", "C", "C", "C", "N", "O", "C", "C", "C", "C", "H", "H", "H", "H", "H", "H", "H", "H", "H", "H", "H", "H", "H", "H", "H", "H", "H", "H", "H", "H", "H", "H", "H", "H", "H", "H", "H", "H", "H", "H", "H", "Mg"], "xyz": [[-1.21705, 4.84602, 2.35951], [-1.42401, 4.08410, 0.89837], [-1.07098, 2.48931, 1.02949], [-0.08628, 1.89948, -0.15090], [-0.77162, 1.02444, -1.17256], [-0.40512, -0.43736, -1.05322], [-1.23383, -1.20408, -2.28835], [-1.20769, -0.22368, -3.64316], [-2.39168, 0.64419, -3.75205], [-1.04572, -1.02150, 0.33737], [0.08931, -1.75424, 1.26585], [-0.76074, -2.62793, 2.41174], [1.04731, -0.72866, 2.11204], [0.81755, -2.78045, 0.43078], [1.51760, -3.55723, 1.28784], [1.70964, -2.17549, -0.62438], [3.29603, -1.98759, -0.12971], [1.79865, -3.31259, -1.84877], [1.17556, -0.78494, -1.29797], [-2.26216, 5.09758, 2.87730], [-0.61073, 4.21747, 3.13844], [-0.59800, 5.83309, 2.11193], [-2.58007, 4.16937, 0.66258], [-0.83058, 4.57860, 0.01952], [-2.11085, 1.90672, 1.09023], [-0.48021, 2.33146, 2.05331], [0.85618, 1.43243, 0.36044], [0.30998, 2.85489, -0.74725], [-1.80448, 1.17577, -1.20539], [-2.37140, -1.30381, -2.00480], [-0.73034, -2.20547, -2.62352], [-0.23672, 0.42618, -3.71346], [-1.21455, -0.91195, -4.61776], [-2.98396, 0.58595, -2.94532], [-1.84052, -1.86793, 0.05923], [-1.62877, -0.24187, 0.98677], [-1.61815, -1.91393, 2.79548], [-0.02551, -2.78244, 3.33148], [-1.14707, -3.65017, 1.99304], [1.49498, -1.19885, 3.11019], [0.33644, 0.15233, 2.49090], [1.87684, -0.18705, 1.45989], [3.86851, -1.22166, -0.82894], [3.85347, -3.02993, -0.29900], [3.39518, -1.75697, 1.01266], [2.39042, -4.23497, -1.37635], [2.46361, -2.94601, -2.74926], [0.75127, -3.73378, -2.15785], [1.30974, -0.91086, -2.47771], [1.92321, 0.08563, -1.00066], [0.40728, 6.85840, 3.02195]], "charge": 2, "homo_ha": [-0.517, -0.516], "de_lowest_kcal_mol": 189.9, "total_energy_ev": -28549.2199, "spin_multiplicity": 2, "fmax_ev_per_a": 4.344, "s_squared": 1.7582}

=====

{"formula": "C3H10N2O", "method": "wB97M-V/def2-TZVPD", "symbols": ["C", "C", "N", "H", "H", "H", "H", "H", "H", "N", "C", "O", "H", "H", "H", "H"], "xyz": [[-0.22997, 1.65850, -1.54013], [-1.38637, 0.90392, 0.40944], [-0.36609, 0.84030, -0.33449], [-1.15075, 1.61268, -2.12728], [-0.06967, 2.65594, -1.19269], [0.56221, 1.23103, -2.13559], [-2.29345, 1.31154, -0.04570], [-1.35919, 0.65053, 1.46259], [0.52788, 0.08555, -0.15600], [1.42609, -0.92735, 0.06955], [0.27438, -1.75690, 1.31255], [0.81472, -2.60837, 2.04672], [1.33478, -1.60580, -0.68135], [2.29025, -1.17532, 0.53266], [-0.43821, -2.07268, 0.52831], [0.06339, -0.80357, 1.85141]], "homo_ha": -0.273, "de_lowest_kcal_mol": 103.7, "total_energy_ev": -8297.0083, "spin_multiplicity": 1, "fmax_ev_per_a": 2.118}

=====

{"formula": "C5H6O", "method": "wB97M-V/def2-TZVPD", "symbols": ["C", "C", "C", "O", "C", "C", "H", "H", "H", "H", "H", "H"], "xyz": [[-0.61340, -0.12426, -1.03637], [0.45113, -0.80562, -0.23725], [1.00550, 0.34862, 0.66861], [0.30811, 1.52575, 0.36801], [-0.86560, 0.90980, 0.03985], [-0.02881, -0.58334, 1.15018], [-1.49886, -0.74814, -1.19061], [-0.29245, 0.31603, -1.99062], [0.96190, -1.69365, -0.60250], [2.00475, 0.52872, 1.04460], [-1.65349, 1.66182, -0.13332], [0.22122, -1.33574, 1.91944]], "homo_ha": -0.330, "de_lowest_kcal_mol": 99.1, "total_energy_ev": -7324.9865, "spin_multiplicity": 1, "fmax_ev_per_a": 0.996}

=====

{"formula": "C6H12BrNO3", "method": "wB97M-V/def2-TZVPD", "symbols": ["C", "C", "C", "C", "Br", "C", "C", "O", "N", "O", "O", "H", "H", "H", "H", "H", "H", "H", "H", "H", "H", "H", "H"], "xyz": [[0.76555, -0.28701, -2.24188], [0.08401, -0.01479, -0.91583], [0.13939, 1.50451, -0.67587], [0.64146, -0.94315, 0.12694], [-0.09922, -2.83005, -0.49222], [0.28982, -0.80309, 1.70170], [-1.18746, -0.63125, 1.83997], [0.80541, -1.87529, 2.32560], [2.12321, -1.18031, -0.07971], [2.84212, -0.23242, 0.17801], [2.53939, -2.28463, -0.29681], [1.58277, 0.36324, -2.50578], [0.01901, -0.12450, -3.04878], [1.20693, -1.38039, -2.34525], [-0.94381, -0.15151, -0.93011], [0.97858, 1.99913, -1.04577], [0.25475, 1.79862, 0.39864], [-0.78702, 2.04148, -0.90804], [0.83081, 0.07565, 1.98325], [-1.73101, -1.17262, 1.16254], [-1.38308, -0.89845, 2.91058], [-1.43410, 0.43087, 1.73412], [0.38080, -2.63656, 1.98594]], "homo_ha": -0.371, "de_lowest_kcal_mol": 0.0, "total_energy_ev": -84087.6334, "spin_multiplicity": 1, "smiles": "CC(C)[C@](Br)([C@@H](C)O)[N+](=O)[O-]", "fmax_ev_per_a": 3.773}

=====

What is the formula in the fifth record? C5H14N2O2